Entry 1:
Below is the ion C5H10N3 with charge +1 in a non-equilibrium geometry, with properties calculated with ωB97M-V/def2-TZVPD.

Calculated total energy: -9809.453 eV
Frontier orbital gap: 8.68 eV
Net charge: +1
HOMO level: -14.2336 eV
Structure (SMILES): C[C@]1(N)CC=NC=[NH+]1

Bonds (Å) are listed after each position.
Geometry (Å):
1 N 1.020 -0.839 0.944  C7 1.469, H10 0.988, H17 1.009
2 N 0.633 0.836 -0.833  C4 1.295, C7 1.502, H16 0.989
3 N -0.121 2.121 0.901  C4 1.348, C5 1.287
4 C 0.620 1.974 -0.216  N2 1.295, N3 1.348, H13 1.057
5 C -0.962 1.213 1.251  N3 1.287, C8 1.432, H12 1.063
6 C 0.057 -1.498 -1.300  C7 1.572, H11 1.041, H15 1.097, H18 1.153
7 C 0.150 -0.418 -0.161  N1 1.469, N2 1.502, C6 1.572, C8 1.542
8 C -1.185 0.039 0.462  C5 1.432, C7 1.542, H9 1.125, H14 1.181
9 H -2.068 0.026 -0.235  C8 1.125
10 H 1.677 -1.547 0.737  N1 0.988
11 H -0.325 -1.085 -2.176  C6 1.041
12 H -1.407 1.400 2.198  C5 1.063
13 H 0.964 2.877 -0.642  C4 1.057
14 H -1.413 -0.761 1.302  C8 1.181
15 H 1.118 -1.687 -1.503  C6 1.097
16 H 0.937 0.650 -1.756  N2 0.989
17 H 0.620 -0.812 1.870  N1 1.009
18 H -0.316 -2.489 -0.843  C6 1.153

Entry 2:
Below is a cluster of 2 separate species, C5H10N3 in total in a non-equilibrium geometry, with properties calculated with ωB97M-V/def2-TZVPD.

Calculated total energy: -9808.250 eV
Frontier orbital gap: 9.67 eV
Net charge: +1
HOMO level: -14.0457 eV

Bonds (Å) are listed after each position.
Geometry (Å):
1 N 1.297 0.708 1.755  C7 1.180, H11 1.002
2 N 0.796 -0.365 -2.569  C5 1.290, H10 1.006, H17 1.055
3 N 2.262 0.850 -0.365  C7 1.184, H12 0.999
4 C -0.863 0.293 0.572  C6 1.568, C8 1.350, H18 1.059
5 C 0.340 0.262 -1.538  N2 1.290, C8 1.371, H9 1.085
6 C -1.568 -0.538 1.699  C4 1.568, H13 1.042, H14 1.142, H15 1.041
7 C 1.949 0.820 0.777  N1 1.180, N3 1.184
8 C -0.334 -0.331 -0.502  C4 1.350, C5 1.371, H16 1.143
9 H 0.307 1.346 -1.523  C5 1.085
10 H 1.478 0.226 -3.013  N2 1.006
11 H 0.898 1.225 2.515  N1 1.002
12 H 3.039 0.443 -0.844  N3 0.999
13 H -1.018 -1.418 1.792  C6 1.042
14 H -1.268 -0.046 2.685  C6 1.142
15 H -2.602 -0.666 1.680  C6 1.041
16 H -0.262 -1.457 -0.686  C8 1.143
17 H 0.691 -1.393 -2.781  N2 1.055
18 H -1.151 1.301 0.421  C4 1.059

Copy entry 2 word for word.
Below is a cluster of 2 separate species, C5H10N3 in total in a non-equilibrium geometry, with properties calculated with ωB97M-V/def2-TZVPD.

Calculated total energy: -9808.250 eV
Frontier orbital gap: 9.67 eV
Net charge: +1
HOMO level: -14.0457 eV

Bonds (Å) are listed after each position.
Geometry (Å):
1 N 1.297 0.708 1.755  C7 1.180, H11 1.002
2 N 0.796 -0.365 -2.569  C5 1.290, H10 1.006, H17 1.055
3 N 2.262 0.850 -0.365  C7 1.184, H12 0.999
4 C -0.863 0.293 0.572  C6 1.568, C8 1.350, H18 1.059
5 C 0.340 0.262 -1.538  N2 1.290, C8 1.371, H9 1.085
6 C -1.568 -0.538 1.699  C4 1.568, H13 1.042, H14 1.142, H15 1.041
7 C 1.949 0.820 0.777  N1 1.180, N3 1.184
8 C -0.334 -0.331 -0.502  C4 1.350, C5 1.371, H16 1.143
9 H 0.307 1.346 -1.523  C5 1.085
10 H 1.478 0.226 -3.013  N2 1.006
11 H 0.898 1.225 2.515  N1 1.002
12 H 3.039 0.443 -0.844  N3 0.999
13 H -1.018 -1.418 1.792  C6 1.042
14 H -1.268 -0.046 2.685  C6 1.142
15 H -2.602 -0.666 1.680  C6 1.041
16 H -0.262 -1.457 -0.686  C8 1.143
17 H 0.691 -1.393 -2.781  N2 1.055
18 H -1.151 1.301 0.421  C4 1.059